Molecular formula: C16H19IrO5P
Method: DFT, ωB97M-V with the def2-TZVPD basis set

Output
HOMO: -12.300 eV
frontier orbital gap: 0.2686 Eh
charge: +1

Geometry (Å):
Ir -0.45381 -1.13902 0.53128
O 2.42537 -0.11611 -1.91246
C 1.44753 -0.68958 -1.53798
O 1.32522 -1.00501 -0.22182
C 0.34294 -1.12816 -2.49077
C -0.23856 -2.49820 -2.12829
C -1.03361 -3.08918 -3.28131
C -2.31009 -2.21451 -3.27447
C -2.03674 -1.25142 -2.13163
O -1.30197 -2.10649 -1.18447
C -0.95005 -0.22724 -2.46941
C -0.92078 0.86600 -1.40389
O -0.66536 2.00625 -1.63552
O -1.26683 0.47745 -0.13792
H 0.80924 -1.13703 -3.47277
H 0.44807 -3.17434 -1.62607
H -1.26702 -4.13446 -3.09344
H -0.47219 -3.02778 -4.21151
H -3.19298 -2.81232 -3.06016
H -2.47866 -1.68129 -4.20801
H -2.91010 -0.83712 -1.63863
H -1.11977 0.26351 -3.42423
C -0.32490 -0.43080 3.98379
P 0.54741 -0.20013 2.42172
C 2.23554 -0.79198 2.64517
C 0.63550 1.56314 2.08491
C -0.41864 2.40082 2.44272
C -0.39894 3.73309 2.06463
C 0.66164 4.22801 1.31944
C 1.70785 3.39339 0.95420
C 1.69758 2.06024 1.33065
H -1.34959 -0.07043 3.91568
H 0.20184 0.12784 4.75825
H -0.34003 -1.48735 4.25089
H 2.75160 -0.13838 3.34828
H 2.74796 -0.79249 1.68630
H 2.22683 -1.80953 3.03757
H -1.25781 2.02810 3.01643
H -1.21483 4.38363 2.34865
H 0.66976 5.26639 1.01696
H 2.53191 3.77715 0.36850
H 2.50950 1.41536 1.01877

The computed Mulliken charges, all in e, follow: Ir 0.949; O -0.539; C 0.029; O -0.599; C -0.174; C 0.095; C -0.964; C -0.956; C 0.040; O -0.481; C -0.019; C -0.005; O -0.506; O -0.533; H 0.647; H 0.571; H 0.361; H 0.367; H 0.367; H 0.370; H 0.635; H 0.599; C -1.287; P 0.969; C -1.237; C 0.941; C -0.425; C -0.707; C -0.481; C -0.743; C -0.464; H 0.424; H 0.407; H 0.406; H 0.429; H 0.378; H 0.417; H 0.224; H 0.410; H 0.421; H 0.416; H 0.248